18
Properties=species:S:1:pos:R:3 method="wB97M-V/def2-TZVPD" homo_lumo_gap_ha=0.2302 lumo_ev=3.30 relative_energy_kcal_mol=74.5 smiles="O=C=C(O/C([O-])=P/O)[C@@H](O)CO" charge=-1
O -1.63 -1.98 -2.37
C -1.20 -1.34 -1.46
C -0.83 -0.52 -0.50
O -1.62 -0.53 0.67
C -1.09 0.19 1.74
O -0.74 1.40 1.59
P -0.88 -0.89 3.01
O -0.48 0.06 4.27
C 0.55 0.12 -0.54
O 1.41 -0.74 0.18
C 1.05 0.23 -1.99
O 0.62 1.30 -2.78
H -0.25 0.89 3.87
H 0.58 1.09 -0.15
H 1.14 -0.93 1.03
H 0.78 -0.78 -2.35
H 2.21 0.37 -2.04
H 0.36 2.06 -2.19

---

13
Properties=species:S:1:pos:R:3 method="wB97M-V/def2-TZVPD" homo_lumo_gap_ha=0.2355 lumo_ev=4.37 relative_energy_kcal_mol=25.5 smiles=CNCC[O-] charge=-1
C 0.97 -1.00 -1.25
N -0.18 -0.86 -0.33
C -0.50 0.57 -0.14
C -0.66 0.92 1.41
O -0.46 -0.18 2.18
H 0.68 -1.83 -1.93
H 1.90 -1.26 -0.73
H 1.06 -0.20 -1.96
H 0.12 -1.28 0.55
H -1.49 0.77 -0.58
H 0.19 1.31 -0.58
H -1.68 1.32 1.57
H 0.04 1.73 1.80

---

24
Properties=species:S:1:pos:R:3 method="wB97M-V/def2-TZVPD" homo_lumo_gap_ha="0.2776 / 0.2771" lumo_ev="-3.82 / -3.83" relative_energy_kcal_mol=145.3 charge=+1
C -0.43 2.21 0.46
C 0.93 0.20 -1.11
C -2.57 -0.30 0.02
C -1.92 -1.18 1.10
C -1.24 0.03 0.62
C 2.70 -1.22 -2.26
C 0.10 1.14 2.45
C 1.24 -1.07 -1.64
N -0.65 1.14 1.12
O 1.14 1.31 -0.83
H 0.12 2.93 0.96
H -1.04 2.31 -0.52
H -2.62 -0.69 -0.98
H -3.43 0.30 0.25
H -2.22 -1.09 2.22
H -1.39 -2.21 0.88
H 3.46 -1.93 -1.82
H 3.16 -0.28 -2.59
H 2.52 -1.69 -3.18
H 0.36 0.11 2.57
H -0.58 1.54 3.07
H 1.07 1.62 2.29
H 0.97 -1.77 -0.81
H 0.29 -1.39 -2.24